(1)
Below is C27H25BBrCoF7N2O5 as an isolated structure at a distorted geometry, with properties calculated with the ωB97M-V functional and the def2-TZVPD basis.

XYZ file:
```
69
Properties=species:S:1:pos:R:3:forces:R:3:nbo_charge:R:1
H -0.153900 -2.037100 -4.388000 0.197 0.077 0.022 0.27
H 5.556700 -3.515900 2.222000 0.113 -0.066 0.010 0.18
H -0.339300 -1.791500 2.312200 -0.102 0.044 0.103 0.25
C 0.948400 -3.439700 1.809100 -0.109 0.107 0.016 -0.23
H 0.911200 -4.296900 -0.191300 0.104 0.035 -0.092 0.19
O -2.994000 -2.301200 1.150600 -0.165 -1.039 -0.075 -0.70
C -0.485100 2.968800 -0.541700 -0.583 0.207 0.824 0.75
C -1.593100 -2.516500 -2.866800 -0.473 -1.290 -1.104 -0.13
N -0.982800 -0.474400 -1.455700 -0.160 -2.095 -0.898 -0.38
H 1.123900 -4.447000 2.217600 0.057 0.105 -0.138 0.17
C 3.715200 -0.783300 1.415400 -0.249 -0.033 -0.046 -0.09
C -2.722100 -1.133600 0.943600 -1.009 1.117 -0.450 0.73
C 4.683200 -2.916700 2.006500 0.216 -0.178 0.097 -0.28
C -1.850700 2.350500 3.440800 -0.121 -0.014 -0.020 -0.28
B 2.640300 -1.004800 -2.887500 0.250 -0.008 0.359 1.34
C -1.232300 -1.424000 -2.072000 0.292 2.470 1.364 0.42
H 3.483100 2.589600 2.094900 0.047 0.164 -0.027 0.19
F 1.708100 -0.907600 -1.819300 -0.305 0.053 0.244 -0.59
C 2.416000 -1.371500 1.381200 1.356 -0.666 0.286 0.43
H 3.424200 1.213000 3.209700 -0.038 0.001 0.078 0.19
C -2.608200 -3.398000 -2.465100 0.250 0.354 0.126 -0.16
C 4.810800 -1.575800 1.697700 0.058 -0.222 0.094 -0.20
C 3.421700 -3.480400 2.050100 0.238 0.060 -0.020 -0.21
F 3.087600 0.243000 -3.251300 0.163 0.914 -0.210 -0.56
O -0.704300 4.049700 -1.080300 -0.054 0.163 -0.111 -0.69
F 3.707600 -1.786600 -2.485900 0.576 -0.485 0.338 -0.57
H 5.799700 -1.133500 1.663000 0.034 0.095 0.036 0.19
Co 0.257500 0.111100 -0.108700 -0.348 1.996 -1.138 1.42
H 4.065000 0.452900 -0.980900 0.023 0.004 -0.097 0.23
H 5.040600 0.862700 1.309500 -0.164 -0.125 -0.024 0.18
C -2.337500 -4.624700 -4.515300 0.052 0.157 0.085 -0.19
O 0.143200 1.984900 -1.003500 0.622 -1.583 -0.064 -0.75
C 3.595600 1.106900 -0.251800 -0.022 -0.082 0.097 -0.59
C 3.209000 1.539500 2.191900 0.161 -0.024 -0.157 -0.60
H 3.912200 2.132000 -0.440300 0.000 0.150 -0.048 0.19
H 2.144400 1.448600 2.005300 -0.103 0.062 0.107 0.23
C -3.928300 -0.307600 0.239600 -0.053 -0.027 0.527 0.85
H -3.746000 -5.128600 -2.987300 -0.053 0.029 0.068 0.21
C -0.947700 -2.706200 -4.098000 -0.076 0.203 0.432 -0.15
C -1.026200 2.762900 0.884200 0.032 0.199 -0.244 0.13
H -0.686700 -3.906200 0.466900 -0.174 -0.037 0.000 0.21
C 2.290400 -2.744800 1.751000 -0.196 0.263 -0.116 -0.10
H 2.516200 1.052400 -0.405100 0.266 0.133 -0.085 0.21
H -3.099100 -3.253200 -1.514600 0.003 0.076 0.172 0.26
H -2.606300 4.181900 0.709100 0.001 0.036 -0.116 0.23
F 2.022600 -1.606000 -3.971700 -0.788 -0.534 -0.883 -0.58
H -2.118700 2.150600 4.467500 -0.004 -0.027 -0.001 0.22
H 0.369600 -2.612700 -0.099600 0.019 -0.114 -0.059 0.21
H -2.640900 -5.435500 -5.166000 0.039 -0.034 0.017 0.20
C -2.968500 -4.441600 -3.292500 -0.072 -0.222 -0.149 -0.22
F -3.870500 1.027100 0.429900 0.194 -0.168 -0.058 -0.34
C 3.961500 0.688000 1.169200 -0.187 0.143 -0.049 -0.23
F -5.154500 -0.676200 0.701100 0.164 -0.118 0.043 -0.36
H -3.425700 3.751800 3.050700 -0.043 0.024 -0.007 0.20
H 0.462200 -2.514700 3.707800 0.042 -0.044 0.117 0.18
F -3.980700 -0.501300 -1.097100 0.106 -0.106 -0.167 -0.35
O -1.728200 -0.439200 1.171000 0.441 0.279 0.119 -0.78
H -0.823200 -3.914000 -5.848700 0.067 0.036 -0.064 0.21
C -2.560400 3.239500 2.651000 0.215 -0.088 -0.065 -0.17
C -0.020500 -2.727900 2.754100 0.069 -0.076 -0.118 -0.61
C -2.122000 3.471900 1.359600 0.047 0.005 -0.059 -0.23
C 0.349600 -3.578300 0.405500 -0.075 -0.057 0.119 -0.59
C -0.763200 1.713800 2.865300 0.059 0.263 0.198 0.19
Br 0.293100 0.622500 3.993300 -0.012 -0.221 0.177 0.05
N -0.359500 1.881100 1.628800 -0.119 0.138 0.304 -0.48
O 1.372800 -0.672200 1.053000 -0.426 -0.069 0.615 -0.87
H -0.910600 -3.333600 2.925800 -0.068 -0.036 -0.011 0.20
C -1.323600 -3.759700 -4.903900 -0.114 -0.247 -0.219 -0.23
H 3.321600 -4.528100 2.314000 -0.109 -0.029 -0.004 0.18
```
Forces are in eV/Å.

Spin multiplicity ... 2
LUMO level (spin up / spin down) ... 0.15300 / 0.15635 hartree
⟨S²⟩ ... 0.76
HOMO energy (spin up / spin down) ... -2.290 / -2.270 eV
Charge ... -2
Molar mass ... 740.14 g/mol
Energy above the lowest of the compared OMol25 structures with the same formula, charge and spin ... 145.2 kJ/mol



(2)
Below is C27H25BrCl5N4O3V as an isolated structure at a distorted geometry, with properties calculated with the ωB97M-V functional and the def2-TZVPD basis.

XYZ file:
```
66
Properties=species:S:1:pos:R:3:forces:R:3:nbo_charge:R:1
H 5.058672 1.583847 -1.293320 0.009 0.009 0.008 0.23
C 1.130835 2.950950 -0.407705 -0.065 -0.220 -0.032 0.52
Cl -2.879646 1.814202 -1.254370 -0.045 -0.059 0.041 -0.08
H -0.604685 6.568815 0.572548 0.001 -0.007 0.000 0.18
C 0.514433 -2.302484 -2.310324 0.778 0.527 -0.331 -0.05
H 2.347339 -4.084918 -1.831070 0.000 -0.148 -0.050 0.18
O 0.238973 2.021224 -0.338871 0.322 1.182 -0.666 -0.75
H 1.374001 -1.890903 0.880747 -0.077 -0.088 0.034 0.23
H -0.196118 -1.843557 -2.991790 -0.083 -0.083 0.031 0.22
N -0.819426 -3.905857 0.823878 -0.722 -0.724 1.209 -1.00
C -1.170089 -1.699636 -0.631895 3.563 2.700 -1.474 -0.37
C 2.520777 2.667913 -0.508805 0.036 0.027 0.057 -0.35
Cl -5.816101 -4.047208 -0.061865 -0.049 0.106 0.180 -0.07
H -0.573979 6.548953 -1.207763 -0.002 0.001 -0.001 0.18
H -1.594921 -3.833702 -3.034487 0.148 -0.118 -0.291 0.21
C -3.003863 0.004537 -1.231652 0.195 0.329 -0.122 -0.17
Cl -6.735084 -1.725773 -1.727222 0.098 -0.010 -0.047 -0.02
C -0.486358 0.280475 1.844318 0.731 0.306 -0.112 -0.42
C 0.555849 -4.297948 0.964843 -0.279 0.395 -0.599 -0.03
H 3.696649 5.877069 -0.345172 0.000 -0.001 -0.026 0.22
C -1.468508 -0.003347 4.093249 -0.008 0.028 0.018 -0.28
C -1.327560 -0.366102 2.756675 -0.166 -0.089 -0.099 -0.13
C 4.484312 1.037440 -0.544731 -0.024 -0.063 -0.054 -0.71
C 1.376245 -4.311040 -1.373184 0.512 -0.299 -0.066 -0.05
O 2.270440 0.349861 -0.949604 -0.137 0.209 0.311 -0.65
O 1.287548 6.630233 -0.288462 -0.003 0.009 -0.011 -0.49
C 3.423808 3.753632 -0.458545 -0.024 0.003 -0.018 -0.11
N 1.467851 -3.770255 -0.019649 -0.633 0.128 -0.798 -0.45
H -0.149845 8.036354 -0.324983 0.003 0.002 0.003 0.19
H 4.646920 -0.028613 -0.682446 -0.006 0.000 0.002 0.23
C -0.729689 1.051417 4.586735 0.025 -0.017 -0.029 -0.07
H -2.156757 -0.541009 4.732201 0.004 0.003 0.006 0.22
C -0.093577 6.951379 -0.313466 0.006 0.006 0.026 -0.26
H 4.486862 3.560139 -0.508178 0.006 0.004 0.014 0.21
C -4.624162 -2.758040 -0.416069 0.284 0.006 -0.450 -0.11
H -2.038070 -2.218418 1.269914 0.263 -0.776 -0.425 0.02
H 0.756571 2.535105 4.148308 0.000 0.001 -0.002 0.21
C -5.064640 -1.607337 -1.195214 -0.186 -0.084 0.093 -0.12
Br -0.922760 1.581736 6.407928 0.006 -0.003 0.007 0.00
C 3.000423 1.313484 -0.678712 0.160 0.088 -0.098 0.61
H 0.616821 -5.389090 0.916237 0.037 -0.011 0.136 0.18
Cl -1.837609 -2.996484 0.137725 -1.666 -0.616 0.662 1.45
N 0.384758 -3.736201 -2.271064 -0.138 0.091 0.364 -0.44
C 3.002577 5.048965 -0.376111 0.041 0.016 0.011 -0.33
C 0.157421 1.718849 3.765268 -0.013 -0.039 0.017 -0.29
Cl -5.309227 0.710524 -2.412313 0.089 -0.055 -0.139 -0.02
C 1.414634 -2.334742 -0.115398 0.826 0.550 0.515 -0.07
V -0.026913 0.180911 -0.309991 -0.510 0.101 1.307 1.33
H 4.841917 1.333323 0.442176 0.007 0.038 -0.013 0.23
C 0.261451 1.324032 2.436532 0.089 -0.111 -0.001 -0.15
H 1.540393 -2.102784 -2.647266 -0.082 0.171 -0.120 0.19
H 1.246464 -5.392009 -1.334183 -0.044 0.018 0.027 0.21
C -0.858441 -4.329766 -2.421615 -0.437 0.349 0.623 -0.31
C -3.390547 -2.954522 -0.038461 0.694 -0.409 0.431 -0.46
H -1.789989 -3.749852 -1.071018 0.118 -0.028 -0.024 0.04
C 1.617734 5.317444 -0.334950 -0.059 -0.032 0.021 0.36
H 2.359198 -2.043289 -0.583099 -0.063 0.274 0.073 0.21
H 0.939637 -3.953871 1.932819 -0.068 -0.104 0.055 0.18
H -0.366567 4.452548 -0.277481 -0.002 0.006 0.007 0.24
H 0.982474 1.875150 1.846295 -0.001 0.035 -0.001 0.18
H -1.021940 -5.320592 -2.029256 0.173 -0.140 -0.269 0.21
H -1.944805 -1.204633 2.458423 -0.036 0.073 -0.061 0.17
C -1.741615 -0.498424 -1.055028 -1.150 -1.012 0.253 -0.28
N 0.397143 -1.664412 -0.973248 -2.374 -2.583 -0.203 -0.50
C 0.699627 4.294452 -0.336590 0.049 0.052 0.010 -0.40
C -4.357294 -0.468140 -1.500163 -0.118 0.086 0.081 -0.05
```
Forces are in eV/Å.

Spin multiplicity ... 4
LUMO level (spin up / spin down) ... 0.08086 / 0.08028 hartree
⟨S²⟩ ... 3.79
HOMO energy (spin up / spin down) ... -3.889 / -4.070 eV
Charge ... -1
Molar mass ... 761.63 g/mol
Energy above the lowest of the compared OMol25 structures with the same formula, charge and spin ... 1957.1 kJ/mol